C5H11NO | wB97M-V/def2-TZVPD

XYZ file:
```
18
C5H11NO wB97M-V/def2-TZVPD
H -2.208 -0.615 0.905
C -1.810 0.282 0.415
O 0.316 1.677 2.425
H 0.362 1.186 -0.069
C 0.654 0.516 2.451
H 0.619 -1.806 -0.833
H 0.996 0.003 3.367
C 0.451 -0.753 -1.052
H 1.942 -0.088 -2.514
H 0.503 -0.849 -3.205
H -2.457 0.591 -0.417
C 0.298 0.112 0.077
C 0.854 -0.201 -2.395
N 0.676 -0.306 1.349
H -0.832 -0.373 -0.527
H 0.966 -1.267 1.457
H 0.409 0.788 -2.568
H -1.740 1.101 1.134
```

Results
lowest unoccupied orbital energy = 0.78 eV
gap between HOMO and LUMO = 7.65 eV

In elementary charge units, the Mulliken charges are:
1. H 0.317
2. C -1.446
3. O -0.504
4. H 0.340
5. C 0.001
6. H 0.364
7. H 0.350
8. C -0.785
9. H 0.286
10. H 0.330
11. H 0.379
12. C 0.431
13. C -1.165
14. N -0.139
15. H 0.277
16. H 0.239
17. H 0.304
18. H 0.421

---

C8H15AuClEuNO2 | wB97M-V/def2-TZVPD

XYZ file:
```
29
C8H15AuClEuNO2 wB97M-V/def2-TZVPD
C 2.737 -2.614 0.523
O 0.146 -1.225 2.404
C 1.195 -1.852 2.030
H 3.218 -4.233 1.825
H -4.340 -2.135 -0.428
Eu -0.251 -0.518 0.074
H -2.557 -1.939 -0.712
H -2.677 1.294 -2.215
N 1.527 -1.946 0.725
H -3.264 -1.605 0.932
H 0.444 -1.906 -2.428
C 3.215 -3.142 1.862
Au -3.925 0.334 -0.269
H 1.730 -3.404 3.445
H -4.388 1.645 -2.680
H 2.732 -1.932 3.606
H 0.833 -0.432 -3.194
H 4.250 -2.826 2.032
Cl -3.333 2.242 1.173
C -3.636 1.700 -1.889
H 0.615 2.314 0.470
H 2.109 1.193 0.436
C 2.223 -2.593 2.887
H -3.512 2.676 -1.427
C -3.467 -1.565 -0.153
O 3.293 -2.727 -0.548
C 0.589 -0.751 -2.144
C 1.197 1.537 -0.074
H 1.274 1.652 -1.181
```

Results
lowest unoccupied orbital energy (alpha / beta) = 2.04 / 2.51 eV
total charge = -1
gap between HOMO and LUMO (alpha / beta) = 5.97 / 7.35 eV
multiplicity = 9

In elementary charge units, the Mulliken charges are:
1. C 0.247
2. O -0.782
3. C 0.603
4. H 0.217
5. H 0.298
6. Eu 1.138
7. H 0.237
8. H 0.188
9. N -0.250
10. H 0.301
11. H 0.150
12. C -0.355
13. Au 0.465
14. H 0.248
15. H 0.328
16. H 0.263
17. H 0.281
18. H 0.243
19. Cl -0.690
20. C -1.006
21. H 0.351
22. H 0.239
23. C -0.440
24. H 0.292
25. C -1.211
26. O -0.606
27. C -0.863
28. C -1.144
29. H 0.260